Record 1
Density functional theory data (wB97M-V/def2-TZVPD) for a structure of composition C48H53BF5N7O3S4Sr.

Properties
HOMO level, eV: -7.373
Relative energy (zero: lowest compared OMol25 entry of this formula, charge and spin), kcal per mole: 0.0
Net charge: 0
Multiplicity: 1

Last column: Löwdin charge in e.
Cartesian coordinates (Å):
Sr1 -0.623 0.845 -2.824  1.324
C1 -2.210 3.816 0.422  -0.059
C2 -0.969 3.052 0.745  -0.250
C3 0.155 3.650 1.202  0.057
C4 1.318 2.876 1.462  -0.212
N1 1.320 1.595 1.290  0.177
N2 0.210 0.978 0.835  0.038
B1 0.396 -0.553 0.777  -0.831
N3 -0.724 -1.315 1.554  -0.028
N4 -1.254 -1.156 2.750  0.213
C5 -2.282 -1.924 3.021  -0.195
C6 -2.779 -2.862 2.074  0.081
C7 -2.222 -3.002 0.833  -0.197
C8 -2.701 -3.931 -0.231  -0.009
C9 -1.136 -2.138 0.601  -0.510
S1 -0.110 -1.754 -0.738  0.979
C10 -2.939 -1.769 4.382  -0.553
C11 -2.231 -0.695 5.207  -0.055
C12 -4.405 -1.365 4.178  -0.037
C13 -2.865 -3.107 5.130  -0.038
N5 1.798 -0.947 1.229  -0.019
N6 1.855 -1.329 2.510  0.188
C14 3.002 -1.656 3.025  -0.208
C15 4.182 -1.620 2.236  0.061
C16 4.132 -1.217 0.940  -0.251
C17 5.346 -1.151 0.075  -0.070
C18 2.861 -0.821 0.394  -0.657
S2 2.679 -0.243 -1.174  0.740
C19 2.963 -2.031 4.502  -0.547
C20 4.316 -2.544 4.992  -0.063
C21 1.900 -3.116 4.715  -0.046
C22 2.573 -0.778 5.298  -0.041
C23 -0.943 1.624 0.543  -0.636
S3 -2.296 0.797 -0.043  0.723
C24 2.612 3.517 1.934  -0.540
C25 3.697 2.459 2.136  -0.047
C26 3.076 4.516 0.866  -0.033
C27 2.359 4.249 3.258  -0.039
H1 -2.061 4.879 0.604  0.089
H2 -3.050 3.453 1.017  0.080
H3 -2.482 3.664 -0.624  0.065
H4 0.173 4.722 1.352  0.128
H5 -3.637 -3.468 2.341  0.125
H6 -3.590 -4.472 0.089  0.090
H7 -1.920 -4.650 -0.486  0.098
H8 -2.938 -3.369 -1.138  0.073
H9 -2.264 0.273 4.708  0.086
H10 -1.183 -0.947 5.372  0.073
H11 -2.725 -0.606 6.176  0.088
H12 -4.473 -0.430 3.619  0.093
H13 -4.886 -1.222 5.147  0.089
H14 -4.968 -2.127 3.637  0.078
H15 -1.827 -3.407 5.286  0.085
H16 -3.373 -3.907 4.589  0.079
H17 -3.343 -3.011 6.106  0.089
H18 5.131 -1.908 2.668  0.114
H19 6.224 -1.506 0.612  0.081
H20 5.512 -0.127 -0.263  0.077
H21 5.197 -1.745 -0.828  0.081
H22 4.636 -3.430 4.439  0.090
H23 4.237 -2.819 6.045  0.087
H24 5.093 -1.783 4.909  0.084
H25 2.144 -4.019 4.152  0.090
H26 0.923 -2.760 4.387  0.060
H27 1.843 -3.377 5.774  0.086
H28 3.311 0.015 5.165  0.083
H29 2.512 -1.013 6.362  0.086
H30 1.604 -0.405 4.963  0.075
H31 3.894 1.919 1.209  0.075
H32 3.402 1.728 2.891  0.075
H33 4.618 2.947 2.461  0.089
H34 3.270 4.005 -0.078  0.087
H35 3.997 5.004 1.191  0.088
H36 2.332 5.293 0.683  0.083
H37 2.010 3.554 4.024  0.090
H38 1.616 5.040 3.150  0.079
H39 3.285 4.708 3.609  0.087
C28 2.860 1.926 -5.980  -0.013
C29 2.017 0.990 -5.139  -0.372
O1 1.168 1.514 -4.406  -0.111
C30 2.240 -0.442 -5.220  -0.102
C31 3.282 -0.939 -6.034  -0.051
C32 3.558 -2.276 -6.137  -0.107
C33 2.774 -3.184 -5.404  -0.089
C34 1.754 -2.748 -4.606  -0.016
C35 1.435 -1.363 -4.477  -0.389
O2 0.459 -1.012 -3.725  -0.348
H40 2.515 2.942 -5.809  0.083
H41 2.774 1.687 -7.041  0.088
H42 3.914 1.849 -5.708  0.088
H43 3.888 -0.240 -6.596  0.099
H44 4.364 -2.627 -6.766  0.093
H45 2.983 -4.246 -5.472  0.101
H46 1.149 -3.440 -4.032  0.111
O3 0.926 2.607 -1.672  -0.142
H47 0.650 3.425 -2.115  0.041
H48 1.791 2.362 -2.026  0.026
S4 -3.353 -2.860 -5.153  1.084
C36 -2.325 -1.611 -4.544  -0.448
N7 -2.661 -1.077 -3.418  0.012
C37 -3.838 -1.649 -2.950  -0.323
C38 -4.500 -1.298 -1.772  -0.037
C39 -5.646 -1.981 -1.424  -0.080
C40 -6.150 -3.008 -2.234  -0.088
C41 -5.517 -3.358 -3.408  -0.088
C42 -4.359 -2.666 -3.759  -0.477
H49 -1.427 -1.344 -5.079  0.076
H50 -4.116 -0.500 -1.155  0.030
H51 -6.170 -1.713 -0.517  0.105
H52 -7.055 -3.525 -1.942  0.103
H53 -5.911 -4.140 -4.042  0.108
F1 -0.710 4.765 -2.352  0.002
C43 -1.736 4.424 -3.222  -0.263
C44 -1.925 3.116 -3.583  -0.059
C45 -2.969 2.936 -4.457  -0.270
F2 -3.253 1.672 -4.904  0.021
C46 -3.784 3.944 -4.943  -0.157
F3 -4.790 3.702 -5.797  0.099
C47 -3.543 5.244 -4.529  -0.147
F4 -4.308 6.248 -4.974  0.107
C48 -2.501 5.494 -3.653  -0.160
F5 -2.264 6.754 -3.252  0.095

Record 2
Density functional theory data (wB97M-V/def2-TZVPD) for a structure of composition C30H52P2Ti.

Properties
HOMO level, eV: -12.455
Relative energy (zero: lowest compared OMol25 entry of this formula, charge and spin), kcal per mole: 8.5
Net charge: +2
Multiplicity: 1

Last column: Löwdin charge in e.
Cartesian coordinates (Å):
Ti1 -0.036 -1.822 -1.492  1.037
C1 -0.251 -2.768 0.801  -0.324
C2 1.159 -2.802 0.354  -0.330
C3 0.982 -1.269 2.079  -0.219
C4 -0.305 -1.815 1.871  -0.230
C5 1.880 -1.812 1.131  -0.212
C6 -1.312 -3.769 0.460  -0.052
H1 -1.007 -4.477 -0.316  0.075
H2 -2.256 -3.328 0.113  0.079
H3 -1.566 -4.384 1.333  0.107
C7 -1.466 -1.571 2.778  -0.021
H4 -2.275 -2.282 2.548  0.086
H5 -1.850 -0.539 2.660  0.054
H6 -1.210 -1.704 3.854  0.105
C8 1.292 -0.457 3.312  -0.029
H7 0.997 -1.038 4.205  0.098
H8 0.704 0.485 3.350  0.047
H9 2.362 -0.214 3.427  0.082
C9 3.361 -1.780 1.290  -0.027
H10 3.641 -2.335 2.197  0.109
H11 3.824 -0.790 1.394  0.060
H12 3.906 -2.277 0.483  0.083
C10 1.751 -3.995 -0.324  -0.053
H13 2.066 -4.767 0.411  0.117
H14 2.632 -3.715 -0.926  0.079
H15 0.987 -4.455 -0.977  0.074
C11 -1.390 -0.447 -3.743  -0.062
C12 -1.419 -1.820 -3.402  -0.201
C13 -0.636 -2.936 -4.151  -0.157
C14 0.884 -2.723 -4.179  -0.158
C15 1.301 -1.954 -2.950  -0.298
C16 1.021 -0.544 -2.741  -0.275
C17 0.945 0.437 -3.979  -0.136
C18 -0.390 0.201 -4.688  -0.154
H16 -1.167 -3.053 -5.143  0.152
H17 1.241 -2.321 -5.143  0.131
H18 -0.958 -3.820 -3.539  0.123
H19 -0.221 -0.483 -5.536  0.127
H20 -2.272 0.203 -3.537  0.133
H21 -2.388 -2.117 -2.931  0.127
H22 -0.839 1.114 -5.123  0.131
H23 1.142 1.494 -3.752  0.101
H24 1.662 -0.117 -1.939  0.020
H25 1.729 0.181 -4.696  0.123
H26 1.263 -3.733 -4.118  0.117
H27 2.202 -2.259 -2.429  0.107
P1 -1.731 1.518 -0.304  0.893
P2 1.846 1.404 -0.075  0.891
C19 -0.602 2.335 -1.504  -0.285
C20 0.848 2.651 -1.032  -0.358
H28 -1.165 3.281 -1.605  0.101
H29 -0.638 1.880 -2.523  0.081
H30 1.400 3.034 -1.905  0.092
H31 0.749 3.477 -0.324  0.077
C21 2.272 2.066 1.563  -0.277
H32 2.938 1.397 2.131  0.043
H33 1.352 2.069 2.148  -0.024
H34 2.746 3.066 1.612  0.073
C22 3.555 1.308 -0.778  -0.259
H35 3.989 2.264 -1.159  0.064
H36 3.563 0.571 -1.604  0.030
H37 4.265 0.894 -0.027  0.047
C23 -3.403 2.120 -0.406  -0.137
H38 -4.055 1.293 -0.085  0.087
H39 -3.612 2.427 -1.442  0.088
H40 -3.414 2.954 0.308  0.047
C24 -1.826 -0.213 -0.832  -0.234
H41 -1.479 -0.923 0.004  0.065
H42 -1.082 0.058 -1.671  0.008
H43 -2.834 -0.480 -1.213  0.094
C25 -2.574 3.675 2.786  -0.025
C26 -1.483 2.809 3.445  -0.603
C27 -0.273 3.673 3.832  -0.021
C28 -2.034 1.945 4.573  -0.019
C29 -1.050 1.918 2.397  -0.044
C30 -1.047 1.437 1.274  -0.133
H44 -2.921 4.477 3.457  0.113
H45 -3.423 3.025 2.523  0.090
H46 -2.171 4.142 1.865  0.095
H47 -0.514 4.479 4.544  0.109
H48 0.502 3.022 4.260  0.095
H49 0.118 4.135 2.908  0.094
H50 -2.844 1.298 4.214  0.095
H51 -1.255 1.296 4.986  0.094
H52 -2.428 2.596 5.359  0.106

> Which of these has the lowest net charge?

C48H53BF5N7O3S4Sr

> Which of these has the highest relative energy (zero: lowest compared OMol25 entry of this formula, charge and spin)?

C30H52P2Ti

> What is the net charge in the second record?

+2

> What is the relative energy (zero: lowest compared OMol25 entry of this formula, charge and spin) in the second record?

8.5 kcal per mole